{"formula": "C39H33CaN3O2P2", "method": "ωB97M-V/def2-TZVPD", "species": ["Ca", "O", "N", "O", "C", "C", "C", "C", "C", "C", "N", "C", "C", "N", "C", "C", "C", "C", "H", "H", "H", "H", "H", "H", "H", "C", "C", "P", "C", "C", "C", "C", "C", "C", "C", "C", "C", "C", "C", "C", "C", "P", "C", "C", "C", "C", "C", "C", "C", "C", "C", "C", "C", "C", "H", "H", "H", "H", "H", "H", "H", "H", "H", "H", "H", "H", "H", "H", "H", "H", "H", "H", "H", "H", "H", "H", "H", "H", "H", "H"], "positions_angstrom": [[-0.9473, -0.0018, 0.0473], [-2.2440, -6.9270, 1.8490], [-1.5742, -6.9099, 0.8348], [-1.2097, -7.8694, 0.2022], [-1.1203, -5.5825, 0.3704], [0.1326, -5.5079, -0.1035], [0.6847, -4.2372, -0.4597], [2.0035, -4.1136, -0.9290], [2.4952, -2.8729, -1.2415], [1.6561, -1.7706, -1.0756], [0.4091, -1.8554, -0.6378], [-0.0875, -3.0786, -0.3270], [-1.4570, -3.1845, 0.1446], [-2.1944, -2.0488, 0.2336], [-3.4496, -2.1348, 0.6456], [-4.0624, -3.3398, 0.9812], [-3.3285, -4.4953, 0.9087], [-1.9832, -4.4378, 0.4939], [0.7310, -6.4047, -0.1959], [2.6163, -4.9994, -1.0406], [3.5015, -2.7384, -1.6107], [2.0186, -0.7760, -1.3164], [-4.0083, -1.2067, 0.7085], [-5.0965, -3.3538, 1.2932], [-3.7760, -5.4412, 1.1723], [2.0288, 2.3417, 2.3489], [2.1179, 0.8358, 2.6301], [0.4645, 0.0346, 2.5979], [0.7661, -1.7400, 2.8780], [1.9983, -2.3437, 2.6359], [2.1502, -3.7156, 2.7991], [1.0748, -4.4944, 3.1998], [-0.1590, -3.9005, 3.4407], [-0.3125, -2.5329, 3.2784], [-0.3501, 0.6125, 4.1049], [-1.4032, 1.5187, 4.0109], [-2.0123, 2.0055, 5.1597], [-1.5706, 1.5836, 6.4039], [-0.5202, 0.6779, 6.5056], [0.0901, 0.1934, 5.3616], [1.5865, 2.6607, 0.9054], [-0.0714, 3.5308, 0.8142], [0.3680, 5.1348, 0.0714], [0.8005, 6.1047, 0.9778], [1.2060, 7.3514, 0.5280], [1.1569, 7.6483, -0.8268], [0.7033, 6.6982, -1.7297], [0.3134, 5.4427, -1.2852], [-0.8532, 2.6325, -0.6101], [-0.1489, 2.0557, -1.6793], [-0.7890, 1.2326, -2.6047], [-2.1573, 0.9833, -2.4911], [-2.8844, 1.5904, -1.4698], [-2.2353, 2.4052, -0.5410], [3.0104, 2.7775, 2.5338], [1.3525, 2.8032, 3.0734], [2.5730, 0.6427, 3.6040], [2.7486, 0.3635, 1.8716], [2.8571, -1.7525, 2.3451], [3.1190, -4.1702, 2.6356], [1.1995, -5.5594, 3.3481], [-0.9935, -4.5061, 3.7721], [-1.2703, -2.0708, 3.4976], [-1.7346, 1.8716, 3.0396], [-2.8261, 2.7140, 5.0834], [-2.0444, 1.9607, 7.3003], [-0.1787, 0.3511, 7.4785], [0.9025, -0.5194, 5.4463], [1.5397, 1.7276, 0.3310], [2.3230, 3.2838, 0.3966], [0.8113, 5.8894, 2.0407], [1.5447, 8.0959, 1.2357], [1.4611, 8.6252, -1.1774], [0.6495, 6.9353, -2.7838], [-0.0461, 4.7217, -2.0085], [0.9131, 2.2457, -1.7842], [-0.2266, 0.7951, -3.4198], [-2.6549, 0.3450, -3.2092], [-3.9536, 1.4348, -1.3996], [-2.8013, 2.8589, 0.2658]], "forces_ev_per_a": [[-0.12, -0.08, -0.06], [-0.01, 0.01, 0.00], [0.01, 0.00, 0.00], [0.00, 0.00, 0.00], [0.00, -0.02, 0.01], [-0.01, 0.03, 0.00], [0.02, -0.01, 0.00], [0.01, 0.02, -0.01], [0.00, -0.03, 0.00], [-0.02, 0.02, -0.01], [0.02, -0.03, 0.01], [-0.01, -0.01, 0.00], [0.00, -0.05, 0.00], [0.02, 0.00, 0.05], [0.03, 0.02, -0.03], [0.00, -0.03, 0.01], [-0.02, 0.01, 0.00], [0.02, 0.03, 0.01], [0.00, -0.01, 0.00], [0.00, 0.00, 0.00], [0.00, 0.01, 0.00], [0.01, 0.00, 0.00], [0.00, 0.00, 0.00], [0.00, 0.01, 0.00], [0.00, 0.00, 0.00], [0.02, -0.01, 0.03], [-0.04, 0.00, -0.02], [-0.02, 0.07, -0.05], [0.03, -0.01, -0.01], [-0.01, 0.00, 0.00], [-0.01, 0.00, 0.00], [0.00, 0.00, 0.00], [0.00, -0.02, -0.01], [-0.01, 0.02, 0.00], [0.01, -0.01, 0.00], [-0.02, 0.01, 0.01], [0.01, 0.00, -0.01], [0.00, 0.00, 0.01], [0.00, 0.00, -0.01], [0.00, -0.01, 0.00], [-0.02, 0.03, -0.04], [0.00, -0.05, -0.02], [-0.01, 0.01, 0.05], [-0.01, 0.01, -0.02], [0.00, -0.01, 0.00], [0.00, 0.01, 0.00], [0.00, 0.00, 0.00], [0.00, 0.00, -0.01], [0.04, 0.05, -0.01], [0.03, 0.01, 0.05], [0.00, 0.00, 0.03], [0.02, 0.01, -0.01], [0.00, 0.02, 0.00], [-0.01, 0.01, 0.03], [0.01, -0.01, 0.00], [0.00, 0.01, -0.01], [0.00, 0.01, 0.01], [0.00, 0.00, 0.00], [0.01, 0.00, 0.00], [0.00, 0.00, 0.00], [0.00, 0.00, 0.00], [-0.01, 0.01, 0.00], [0.00, -0.01, 0.00], [0.00, 0.00, 0.00], [0.00, 0.00, 0.00], [0.00, 0.00, 0.00], [0.00, 0.00, 0.00], [0.00, 0.00, 0.00], [0.02, 0.00, 0.00], [0.01, -0.01, 0.03], [0.00, 0.00, 0.00], [0.00, 0.00, 0.00], [0.00, 0.00, 0.00], [0.00, 0.00, 0.00], [0.01, -0.01, 0.00], [0.00, 0.00, -0.01], [0.00, 0.00, 0.00], [0.00, 0.00, 0.00], [0.00, 0.00, 0.00], [0.00, 0.01, -0.01]], "lowdin_charge": [1.288, 0.099, -0.338, 0.137, -0.069, 0.085, -0.115, 0.041, -0.007, -0.109, -0.009, -0.152, -0.154, -0.015, -0.105, 0.002, 0.054, -0.059, 0.149, 0.140, 0.125, 0.118, 0.120, 0.128, 0.127, -0.292, -0.337, 0.975, -0.393, -0.090, -0.066, -0.064, -0.064, -0.107, -0.397, -0.117, -0.064, -0.052, -0.051, -0.078, -0.349, 1.078, -0.396, -0.108, -0.062, -0.059, -0.064, -0.088, -0.464, -0.150, -0.082, -0.078, -0.089, -0.144, 0.116, 0.089, 0.102, 0.080, 0.098, 0.116, 0.118, 0.118, 0.112, 0.065, 0.113, 0.117, 0.117, 0.116, 0.036, 0.095, 0.103, 0.115, 0.115, 0.113, 0.092, 0.123, 0.127, 0.127, 0.126, 0.117], "de_lowest_kj_mol": 0.0, "total_charge": 2, "homo_ev": -13.40, "gap_ev": 7.27}